Record 1
A gas-phase ion, C6H7Cl2N6O (charge +1). Source: the OMol25 dataset; level of theory: ωB97M-V/def2-TZVPD.

XYZ file:
```
22
Properties=species:S:1:pos:R:3:lowdin_charge:R:1
C 0.12861 0.74440 -2.23212 -0.101
C 0.33352 -0.19197 -0.30268 -0.365
C 1.15389 -1.42949 0.13118 -0.716
C -1.11367 -0.03065 0.44944 -0.384
C 2.42622 -0.36080 1.85635 -0.286
C 0.77196 1.26125 -0.15413 -0.349
N 0.09646 -0.40464 -1.66276 0.075
N 1.92982 -1.30360 1.09804 0.108
N 2.88587 0.78724 1.59736 -0.192
N 0.33714 1.80520 -1.36094 0.092
N -3.16455 -1.16769 0.80525 0.070
N -1.96541 -1.00482 0.11421 0.007
O -1.25425 0.94437 1.16279 0.098
Cl 1.05259 -2.84192 -0.64647 0.942
Cl 2.69268 1.38041 -0.02244 1.065
H -0.26635 0.81418 -3.29468 0.174
H 0.73212 1.97987 0.58079 0.094
H 2.25726 -0.47183 2.88183 0.138
H 0.28805 2.80028 -1.50331 0.171
H -3.96296 -1.68141 0.33133 0.140
H -3.47631 -0.24985 0.99393 0.068
H -1.88270 -1.37853 -0.82298 0.151
```

The value obtained for the energy above the lowest of the compared OMol25 structures with the same formula, charge and spin is 52.5 kcal/mol. As for the charge: +1. Its orbital gap is 8.242 eV. The HOMO energy is -0.461 Eh.



Record 2
A molecular structure, C22H60N5O6Pd. Source: the OMol25 dataset; level of theory: ωB97M-V/def2-TZVPD.

XYZ file:
```
94
Properties=species:S:1:pos:R:3:lowdin_charge:R:1
Pd 3.02490 -2.72986 0.05709 0.850
C 0.69612 1.20633 0.29151 -0.057
C 1.37739 0.06952 1.06024 -0.344
O 2.25169 -0.68685 0.29950 -0.212
H -0.21231 1.52677 0.79903 0.061
H 0.40359 0.87838 -0.70904 0.063
H 1.34383 2.06920 0.14882 0.067
H 0.57509 -0.59717 1.40355 0.093
H 1.87946 0.49578 1.93457 0.117
C 3.96559 3.30454 -1.87280 -0.067
C 4.80870 2.18741 -1.28267 -0.407
C 6.28372 2.46887 -1.45714 -0.181
O 6.55934 2.17346 -2.84146 -0.217
C 7.90058 2.21552 -3.24642 -0.124
N 4.50971 2.05459 0.19216 0.043
H 4.42961 3.63359 -2.80666 0.081
H 4.03748 4.20106 -1.23824 0.085
H 2.88354 3.19031 -1.94593 0.070
H 4.50629 1.22243 -1.68841 0.129
H 6.81603 1.68580 -0.90312 0.123
H 6.66810 3.46677 -1.24635 0.134
H 8.36530 1.22060 -3.19920 0.084
H 8.56839 2.83856 -2.63880 0.087
H 7.89904 2.58186 -4.27266 0.088
H 3.98199 1.19467 0.30037 0.028
H 3.84531 2.77927 0.44045 0.051
C -2.30150 3.49919 -0.62452 -0.053
C -3.36389 4.22549 0.23114 -0.435
C -2.95958 4.26467 1.69491 -0.190
O -2.89091 2.93316 2.18903 -0.235
C -2.95932 2.89241 3.59783 -0.111
N -3.45795 5.62097 -0.20519 0.028
H -1.56895 4.26060 -0.90618 0.082
H -2.76836 3.22041 -1.56946 0.084
H -1.85761 2.70270 -0.03801 0.038
H -4.31033 3.70255 0.05719 0.126
H -3.74394 4.82084 2.22905 0.130
H -2.00802 4.77122 1.88540 0.139
H -2.39665 3.73216 4.02811 0.097
H -2.52299 1.97646 3.98715 0.072
H -3.98292 3.04098 3.95693 0.105
H -4.16876 6.10252 0.34152 0.074
H -3.80672 5.69686 -1.15664 0.080
C -0.46406 -4.81988 0.57537 -0.035
C 0.13004 -3.52890 1.13013 -0.397
C -0.63004 -3.00726 2.33771 -0.213
O -0.53029 -4.02034 3.32326 -0.201
C -1.29552 -3.79068 4.50102 -0.070
N 1.58787 -3.76264 1.50327 0.004
H 0.06407 -5.04200 -0.35984 0.072
H -1.49230 -4.68691 0.24002 0.095
H -0.35106 -5.65256 1.26274 0.090
H 0.11331 -2.74415 0.37336 0.092
H -1.67101 -3.05211 2.00715 0.122
H -0.24299 -2.02129 2.60283 0.118
H -2.37235 -3.87562 4.35209 0.094
H -1.02229 -2.80990 4.90582 0.091
H -0.92479 -4.52967 5.20953 0.094
H 1.68093 -4.77601 1.58167 0.086
H 1.59356 -3.52033 2.49745 0.092
C 0.39588 -1.45888 -2.26633 -0.047
C 1.09308 -2.76357 -2.65647 -0.388
C 1.09552 -2.98246 -4.15927 -0.219
O -0.22844 -3.19213 -4.61184 -0.162
C -0.20616 -3.61974 -5.96272 -0.103
N 2.48242 -2.66873 -2.17433 -0.010
H 0.23546 -1.34595 -1.19616 0.036
H -0.61105 -1.42121 -2.69130 0.094
H 0.92020 -0.60003 -2.68916 0.095
H 0.57761 -3.58812 -2.16250 0.133
H 1.70438 -3.87584 -4.35213 0.129
H 1.56423 -2.13710 -4.67910 0.140
H -1.23359 -3.89577 -6.20869 0.095
H 0.36022 -4.52811 -6.19760 0.091
H 0.12983 -2.82740 -6.63559 0.094
H 2.98938 -1.96721 -2.71287 0.109
H 2.99354 -3.53013 -2.38056 0.093
C -2.86230 -0.68993 -0.11278 -0.062
C -4.01101 -0.27864 0.76698 -0.379
C -3.56792 -0.06585 2.20643 -0.221
O -4.71198 0.12086 3.01247 -0.170
C -4.46888 0.07703 4.39991 -0.104
N -4.44647 1.04247 0.24511 0.057
H -2.06886 0.04371 -0.26968 0.064
H -3.24528 -0.97140 -1.09544 0.086
H -2.32273 -1.58344 0.23523 0.056
H -4.88586 -0.92701 0.77496 0.147
H -2.89912 0.80072 2.29352 0.097
H -2.98085 -0.90303 2.62387 0.110
H -3.97653 -0.84278 4.74531 0.083
H -5.45480 0.07863 4.85726 0.098
H -3.81887 0.91180 4.67886 0.052
H -5.30133 1.39248 0.65353 0.078
H -3.71288 1.72244 0.40080 0.015
```

The value obtained for the energy above the lowest of the compared OMol25 structures with the same formula, charge and spin is 0.0 kcal/mol. The spin multiplicity is 3. As for the charge: +1. Its orbital gap (alpha / beta) is 7.318 / 5.455 eV. The HOMO energy (alpha / beta) is -0.393 / -0.393 Eh.



Record 3
2 unconnected molecules or ions with the total composition C4H9NO4. Source: the OMol25 dataset; level of theory: ωB97M-V/def2-TZVPD.

XYZ file:
```
18
Properties=species:S:1:pos:R:3:lowdin_charge:R:1
N -0.96357 0.85560 -1.58756 0.130
C -0.81214 0.97398 -0.24048 -0.462
O -1.69995 1.39915 0.49881 0.107
C 0.62261 0.87713 0.30706 -0.277
O 0.58864 1.12834 1.67665 0.004
C 1.21357 -0.48436 -0.02081 -0.252
C 2.09377 -1.19180 0.90317 -0.088
O 0.72764 -1.58500 0.74101 -0.026
H -1.05479 1.69532 -2.14516 0.117
H -0.72700 0.01517 -2.09767 0.102
H 1.24823 1.63002 -0.20226 0.163
H -0.10928 1.79114 1.80456 0.102
H 1.31374 -0.69305 -1.09141 0.143
H 2.82504 -1.89770 0.50306 0.115
H 2.31989 -0.73930 1.86948 0.121
O -2.86031 -1.19848 -0.09101 -0.089
H -2.60541 -0.80015 -0.99551 0.056
H -2.12071 -1.77600 0.16808 0.033
```

The value obtained for the energy above the lowest of the compared OMol25 structures with the same formula, charge and spin is 70.9 kcal/mol. Its orbital gap is 10.734 eV. The HOMO energy is -0.379 Eh.



Record 4
A molecular structure, C54H52N2O6P2SSiY. Source: the OMol25 dataset; level of theory: ωB97M-V/def2-TZVPD.

XYZ file:
```
119
Properties=species:S:1:pos:R:3:lowdin_charge:R:1
Y 0.07344 -0.44116 0.49673 1.077
O 0.41440 -0.35897 -5.69487 0.046
C -0.67181 1.11268 -3.97585 -0.164
O 0.44273 0.09108 -2.05306 -0.034
C -0.65241 2.45103 -3.34735 -0.166
C -0.79846 3.66445 -4.02635 0.032
C -0.87206 4.82581 -3.27597 -0.020
C -0.83639 4.77051 -1.88705 0.022
C -0.71227 3.51540 -1.29728 -0.156
N -0.60461 2.41164 -2.02572 0.171
C -0.75760 3.16798 0.14216 -0.427
O -0.90605 4.12780 1.05226 0.167
O -0.69915 1.99899 0.48974 -0.112
H -0.21639 -1.09143 -5.68274 0.101
H -0.86592 3.69878 -5.10228 0.120
H -0.98060 5.77980 -3.76740 0.119
H -0.91119 5.68047 -1.31142 0.116
H -0.90835 5.01893 0.67686 0.122
O -3.25420 -2.71027 0.48164 -0.041
C -3.41311 -3.56474 -0.58713 -0.220
C -4.30539 -4.62416 -0.71542 0.001
C -4.32674 -5.40154 -1.86126 -0.055
C -3.44044 -5.16822 -2.89496 -0.059
C -2.51957 -4.14851 -2.76318 -0.093
C -2.51295 -3.33356 -1.63739 -0.264
P -1.17046 -2.09639 -1.45862 1.120
C -1.33222 -1.09445 -2.99049 -0.265
C -0.52979 0.00007 -3.00050 -0.252
C -0.23711 0.81772 -5.41661 -0.227
C -1.70001 0.87211 -5.10499 -0.110
C -2.54907 -0.31744 -4.95930 -0.033
C -2.38614 -1.21182 -3.97378 -0.066
C 0.13988 -3.32977 -1.77155 -0.376
C 0.78426 -3.54177 -2.97926 -0.092
C 1.66872 -4.60332 -3.10368 -0.081
C 1.91029 -5.44542 -2.03188 -0.076
C 1.28034 -5.21921 -0.81608 -0.073
C 0.39643 -4.16733 -0.68778 -0.104
C -4.19004 -2.36941 1.43014 -0.220
C -5.31832 -3.08018 1.82571 -0.002
C -6.20521 -2.55234 2.74913 -0.056
C -5.99249 -1.30830 3.31429 -0.061
C -4.83922 -0.62556 2.98704 -0.088
C -3.93078 -1.15316 2.07877 -0.270
P -2.39549 -0.20822 1.76579 1.085
C -3.23216 1.25677 1.05863 -0.366
C -3.61203 2.36906 1.79727 -0.084
C -4.26339 3.41818 1.17179 -0.068
C -4.54771 3.35812 -0.18263 -0.077
C -4.16347 2.25058 -0.92435 -0.074
C -3.50397 1.20518 -0.30762 -0.098
C -1.92663 0.25701 3.46798 -0.379
C -1.12350 1.38000 3.67096 -0.113
C -0.63919 1.66384 4.93472 -0.055
C -0.93699 0.83154 6.00223 -0.066
C -1.71444 -0.29702 5.80078 -0.071
C -2.19641 -0.59332 4.53886 -0.107
H -4.99057 -4.90106 0.06164 0.087
H -5.03572 -6.21227 -1.92716 0.114
H -3.45069 -5.78578 -3.77806 0.111
H -1.78081 -3.98155 -3.53389 0.109
H 0.95109 0.91011 -2.17883 0.139
H 0.20143 1.64430 -5.96465 0.159
H -2.22111 1.74313 -5.48765 0.147
H -3.37401 -0.40487 -5.65010 0.115
H -3.07506 -2.03629 -3.87598 0.097
H 0.61699 -2.87753 -3.81605 0.105
H 2.17052 -4.77560 -4.04338 0.110
H 2.59157 -6.27605 -2.13825 0.108
H 1.47616 -5.86807 0.02524 0.111
H -0.09809 -3.97304 0.25867 0.111
H -5.54045 -4.05979 1.44881 0.087
H -7.07408 -3.12859 3.02489 0.113
H -6.70007 -0.88703 4.01085 0.111
H -4.62555 0.32990 3.44381 0.111
H -3.38358 2.42935 2.85113 0.108
H -4.55006 4.28405 1.74874 0.110
H -5.06772 4.17394 -0.66210 0.106
H -4.37734 2.20460 -1.98293 0.107
H -3.18937 0.33966 -0.88456 0.096
H -0.87269 2.03019 2.84408 0.078
H -0.02378 2.53849 5.08525 0.113
H -0.56303 1.06089 6.98850 0.108
H -1.94433 -0.95345 6.62728 0.110
H -2.79263 -1.48388 4.38481 0.109
C 4.36882 2.26870 5.11489 -0.168
Si 4.46152 0.96488 3.72468 0.579
C 4.92693 1.74079 2.05192 -0.214
C 5.80021 -0.34276 4.11535 -0.169
C 2.82071 -0.01191 3.76806 -0.249
C 2.61487 -0.93544 4.77732 -0.071
C 1.52529 -1.80240 4.75206 -0.052
C 0.68287 -1.75192 3.66315 -0.138
N 0.82021 -0.84953 2.68868 -0.084
C 1.84237 0.03861 2.76070 -0.723
S 1.83397 1.22888 1.51468 0.709
H 5.33766 2.73275 5.27008 0.025
H 4.06613 1.82261 6.05796 0.023
H 3.66036 3.05724 4.87997 0.023
H 5.95083 2.10387 2.07756 0.029
H 4.28000 2.57228 1.79495 -0.008
H 4.85417 1.01312 1.24845 0.009
H 6.78684 0.10758 4.07943 0.027
H 5.78621 -1.15729 3.39611 0.026
H 5.68182 -0.77703 5.10268 0.020
H 3.32068 -0.99601 5.59264 0.106
H 1.36107 -2.52032 5.53956 0.107
H -0.14537 -2.44592 3.55490 0.118
C 3.46570 -2.53299 0.91099 -0.022
C 2.89670 -1.53892 -0.11480 -0.521
C 3.41208 -1.89355 -1.51856 -0.029
O 1.50851 -1.53808 -0.08484 -0.426
H 4.55157 -2.53236 0.86896 0.082
H 3.09656 -3.53244 0.68895 0.069
H 3.14982 -2.26036 1.91602 0.058
H 3.28191 -0.52692 0.13471 0.085
H 3.13000 -2.91438 -1.76146 0.056
H 4.49512 -1.80447 -1.55041 0.082
H 2.97631 -1.22206 -2.25608 0.071
```

The value obtained for the energy above the lowest of the compared OMol25 structures with the same formula, charge and spin is 89.2 kcal/mol. As for the charge: +1. Its orbital gap is 6.575 eV. The HOMO energy is -0.350 Eh.



Number 1: M 250.07 u, electronic energy -1556.55739 a.u.. Number 2: M 597.17 u, electronic energy -1726.86944 a.u.. Number 3: M 135.12 u, electronic energy -513.46451 a.u.. Number 4: M 1036.02 u, electronic energy -4058.56606 a.u..